No. 1
C4H10N2O | wB97M-V/def2-TZVPD

```
17
Properties=species:S:1:pos:R:3:forces:R:3
C -0.891392 0.127014 0.638083 -0.22 0.17 1.45
C -1.884834 0.966480 0.983283 -0.51 0.85 -0.01
C 1.246357 -1.546618 0.242161 1.93 -5.86 1.71
C 0.650933 -1.014762 -0.901237 -0.29 2.25 -5.10
N -0.294419 1.143826 -1.285234 0.31 1.18 -0.56
N -0.497051 -0.150003 -0.675629 -1.36 2.18 -0.13
O 0.711960 1.832781 -0.478756 0.02 -0.56 -0.12
H -0.175846 -0.153325 1.450460 -1.09 -0.18 -0.56
H -2.653236 1.528797 0.321564 1.55 -1.39 0.95
H 0.462139 1.535906 0.420394 0.29 0.83 -0.21
H -1.853129 1.305600 2.028586 -0.40 -0.35 -0.46
H 2.217996 -2.030537 -0.157291 -1.43 0.36 0.95
H 1.566869 -0.854140 0.951144 0.38 1.13 1.26
H 0.610555 -2.397287 0.710899 1.14 1.42 -0.32
H 1.478563 -0.396811 -1.365671 -1.20 -0.20 0.14
H 0.389133 -1.747776 -1.722960 0.18 0.46 1.17
H -1.084599 1.850853 -1.159798 0.71 -2.29 -0.13
```
Forces are in eV/Å.

## Properties
**2S+1**: 1
**Energy relative to the best compared isomer or geometry (same formula, charge and spin)**: 572.8 kJ/mol
**LUMO level**: 1.0 eV
**SMILES**: C=CN(CC)NO
**HOMO level**: -0.3286 hartree

Löwdin atomic charge list, values in e, 8 entries:
1 C -0.256
2 C 0.008
3 C -0.158
4 C -0.310
5 N -0.048
6 N -0.142
7 O -0.107
8 H 0.112

---

No. 2
C4H10N2O | wB97M-V/def2-TZVPD

```
17
Properties=species:S:1:pos:R:3:forces:R:3
C 0.708914 0.408059 0.451865 -0.98 -0.69 0.23
N 1.516173 0.351582 -0.689603 1.66 0.03 -3.00
C 1.459478 1.261428 -1.760265 -4.01 1.33 1.22
O 0.606155 2.179387 -1.838470 2.94 -2.02 0.32
C -0.562094 -0.432465 0.142686 0.72 4.11 -2.30
C -0.509178 -1.896642 -0.213561 -1.91 2.40 1.02
N -1.602817 0.490486 1.614831 -0.77 0.07 0.00
H 0.526586 1.449331 0.722151 -0.55 -0.48 -0.09
H 1.242802 -0.069997 1.248986 0.32 -0.13 0.73
H 1.469409 -0.585435 -1.086109 0.92 0.09 0.03
H 2.115886 0.976153 -2.568661 0.44 0.12 -0.40
H -1.171683 0.251668 -0.440895 -0.57 -0.93 -0.05
H -0.706733 -1.233750 0.929018 -1.35 -2.99 2.14
H -1.415672 -2.493285 -0.403553 0.12 1.06 -0.15
H 0.257937 -2.546474 0.043917 1.87 -0.51 0.87
H -2.225940 1.208647 1.238659 0.30 -0.55 -0.82
H -1.709224 0.681306 2.609005 0.84 -0.92 0.25
```
Forces are in eV/Å.

## Properties
**2S+1**: 1
**Energy relative to the best compared isomer or geometry (same formula, charge and spin)**: 744.7 kJ/mol
**LUMO level**: 0.1 eV
**HOMO level**: -0.2843 hartree

Löwdin atomic charge list, values in e, 8 entries:
1 C -0.216
2 N -0.021
3 C -0.261
4 O -0.002
5 C -0.267
6 C 0.071
7 N -0.098
8 H 0.125

---

No. 3
C4H10N2O | wB97M-V/def2-TZVPD

```
17
Properties=species:S:1:pos:R:3:forces:R:3
C 0.124591 0.678986 2.680734 0.29 0.45 -0.40
N 0.715031 0.719109 1.445768 -0.12 0.14 0.18
C 1.070767 -0.491919 0.729905 -0.86 -0.45 1.16
C 0.108176 -0.781326 -0.406939 -0.40 0.83 0.43
N -0.080453 0.413750 -1.254419 0.66 -1.35 -1.13
C -1.150644 0.161264 -2.222296 -1.29 0.53 -0.04
O -0.279559 -0.309315 3.237361 0.12 -0.36 0.34
H 0.131720 1.681867 3.151177 -0.40 -0.10 -0.07
H 0.484132 1.532290 0.894254 0.36 0.08 -0.05
H 2.135609 -0.461879 0.520785 0.06 -0.01 -0.61
H 0.913566 -1.289466 1.471159 0.28 0.05 -0.24
H -0.877558 -0.952187 0.034093 0.10 -0.28 0.13
H 0.410596 -1.686867 -0.936820 0.00 -0.01 -0.27
H 0.749184 0.411204 -1.845133 0.21 0.53 0.20
H -2.136936 0.345703 -1.765111 0.34 -0.11 0.06
H -1.099107 0.862343 -3.052306 0.21 0.19 0.02
H -1.219115 -0.833556 -2.682212 0.44 -0.15 0.29
```
Forces are in eV/Å.

## Properties
**2S+1**: 1
**Energy relative to the best compared isomer or geometry (same formula, charge and spin)**: 138.9 kJ/mol
**LUMO level**: 1.0 eV
**SMILES**: CNCCNC=O
**HOMO level**: -0.3557 hartree

Löwdin atomic charge list, values in e, 8 entries:
1 C -0.370
2 N 0.004
3 C -0.192
4 C -0.232
5 N -0.122
6 C -0.156
7 O 0.024
8 H 0.129

---

No. 4
C4H10N2O | wB97M-V/def2-TZVPD

```
17
Properties=species:S:1:pos:R:3:forces:R:3
C 0.049794 0.940438 0.795833 1.24 0.12 -2.60
C -0.773679 0.834782 -0.541055 -0.68 1.57 -1.29
C 0.354193 -0.019904 -1.124870 -0.43 0.87 0.00
C 0.783693 -0.321377 0.291381 1.01 -0.12 1.11
H -1.008741 1.619781 2.371005 0.64 -1.56 -0.25
H -0.854685 -0.103261 2.225314 -0.28 0.21 0.11
H 0.740774 1.822142 0.716583 -0.56 -0.69 0.03
H -1.752097 0.345732 -0.540523 0.27 -0.47 0.57
H -0.990524 1.741364 -1.157747 0.34 -0.23 0.74
H 1.127478 0.620081 -1.531440 0.08 0.16 -0.55
H 0.756758 -1.576137 -2.251496 0.62 -0.99 -0.42
H -0.668856 -1.620978 -1.392598 0.63 -0.04 -1.11
H 1.877312 -0.320841 0.503744 -0.62 -0.53 0.04
H 0.763002 -2.235872 0.784568 -2.08 2.00 0.11
N -0.424729 0.798236 2.074055 -1.57 1.58 2.44
N -0.056577 -1.057225 -2.022185 -1.21 0.06 1.16
O 0.076885 -1.466961 0.799429 2.61 -1.94 -0.08
```
Forces are in eV/Å.

## Properties
**2S+1**: 1
**Energy relative to the best compared isomer or geometry (same formula, charge and spin)**: 242.4 kJ/mol
**LUMO level**: 0.7 eV
**SMILES**: N[C@@H]1C[C@H](N)[C@@H]1O
**HOMO level**: -0.3224 hartree

Löwdin atomic charge list, values in e, 8 entries:
1 C -0.379
2 C -0.090
3 C -0.397
4 C -0.315
5 H 0.111
6 H 0.074
7 H 0.156
8 H 0.110

---

No. 5
C4H10N2O | wB97M-V/def2-TZVPD

```
17
Properties=species:S:1:pos:R:3:forces:R:3
C -1.943437 -0.364685 1.207584 -0.29 1.27 -0.14
N -1.165835 0.672051 0.775334 0.06 -0.96 0.76
C 0.640395 1.588841 -0.587371 1.62 -0.55 -0.09
C 0.218718 0.460601 0.347490 -1.81 -0.30 -1.33
C 0.268561 -0.922260 -0.429707 0.65 1.17 -0.58
N 1.546173 -1.210064 -0.964792 -1.01 -1.87 0.87
O -1.717926 -1.549167 1.074547 0.30 -0.48 -0.02
H -2.869240 0.027942 1.653553 -0.08 -0.46 0.08
H -1.388853 1.514024 1.295847 0.25 0.18 -0.47
H 1.297518 1.160843 -1.344322 0.40 0.05 0.19
H -0.087727 2.074473 -1.210168 -0.95 0.15 0.43
H 1.238112 2.297270 -0.020052 -0.16 0.35 -0.09
H 0.812256 0.263968 1.201385 1.05 0.52 0.88
H -0.462690 -0.938834 -1.218677 -0.40 0.10 -0.21
H -0.013763 -1.611886 0.416445 -0.26 -0.28 -0.07
H 2.107367 -1.782552 -0.329206 0.51 0.71 -0.10
H 1.520363 -1.680562 -1.867886 0.13 0.39 -0.13
```
Forces are in eV/Å.

## Properties
**Total charge**: +1
**2S+1**: 2
**Energy relative to the best compared isomer or geometry (same formula, charge and spin)**: 113.6 kJ/mol
**LUMO level (spin up / spin down)**: -3.1 / -8.4 eV
**⟨S²⟩**: 0.76
**HOMO level (spin up / spin down)**: -0.5517 / -0.5325 hartree

Löwdin atomic charge list, values in e, 8 entries:
1 C -0.260
2 N 0.079
3 C -0.014
4 C -0.278
5 C -0.157
6 N 0.202
7 O 0.094
8 H 0.165

---

No. 6
C4H10N2O | wB97M-V/def2-TZVPD

```
17
Properties=species:S:1:pos:R:3:forces:R:3
C -1.660668 -0.194703 1.035497 -0.63 1.85 -0.61
N -0.898502 0.881046 0.632303 0.40 -2.33 0.64
C 0.873897 1.770784 -0.773503 2.01 -0.43 -0.67
C 0.482960 0.634364 0.200322 -1.04 -0.16 0.22
C 0.531499 -0.744534 -0.563787 -0.14 1.84 -2.41
N 1.821428 -0.969862 -1.125150 -1.38 -1.97 1.20
O -1.468112 -1.372151 0.815028 0.25 -0.18 0.30
H -2.580840 0.226948 1.465343 -0.22 -0.77 0.31
H -1.126896 1.689618 1.185044 0.30 0.51 -0.19
H 1.497498 1.289588 -1.551241 0.31 0.31 0.61
H 0.195529 2.316314 -1.467537 -0.54 -0.48 1.47
H 1.520671 2.447451 -0.199898 -0.31 0.23 -0.43
H 1.115265 0.357634 1.116565 -0.31 1.50 -1.25
H -0.222088 -0.790661 -1.383351 0.36 0.22 0.76
H 0.277122 -1.401214 0.273621 -0.25 -0.94 0.41
H 2.332653 -1.557603 -0.472870 1.00 0.47 -0.06
H 1.781158 -1.460423 -2.013058 0.20 0.33 -0.30
```
Forces are in eV/Å.

## Properties
**Total charge**: +1
**2S+1**: 2
**Energy relative to the best compared isomer or geometry (same formula, charge and spin)**: 174.4 kJ/mol
**LUMO level (spin up / spin down)**: -3.1 / -8.6 eV
**⟨S²⟩**: 0.76
**HOMO level (spin up / spin down)**: -0.5541 / -0.5343 hartree

Löwdin atomic charge list, values in e, 8 entries:
1 C -0.248
2 N 0.077
3 C -0.021
4 C -0.283
5 C -0.183
6 N 0.190
7 O 0.105
8 H 0.166

---

Number 1: molecular weight 102.14 g/mol. Number 2: molecular weight 102.14 g/mol. Number 3: molecular weight 102.14 g/mol. Number 4: molecular weight 102.14 g/mol. Number 5: molecular weight 102.14 g/mol. Number 6: molecular weight 102.14 g/mol.